Entry from OMol25: C10H19LaN2O2P as an isolated structure (ωB97M-V with the def2-TZVPD basis set).

electronic energy: -27890.36648 eV
net charge: +1

Each line ends with the Mulliken charge.
Atoms and positions in Å:
La1 0.00720 -0.84344 -0.44756  0.779
H1 -1.97309 -1.59817 -1.64254  0.015
H2 -1.54045 -1.34459 -2.25543  0.027
P1 1.99021 0.07614 -2.92345  0.553
C1 2.32416 1.56058 -3.88713  -1.336
H3 3.03316 1.26797 -4.66578  0.423
H4 1.39258 1.92038 -4.31808  0.404
H5 2.76924 2.29148 -3.21341  0.383
C2 3.75237 -0.48284 -2.66951  -1.273
H6 3.77000 -1.48024 -2.20849  0.386
H7 4.23005 -0.50410 -3.66040  0.406
H8 4.24180 0.24886 -2.01337  0.362
C3 1.61715 -1.08079 -4.32081  -1.252
H9 0.67338 -0.80664 -4.78725  0.367
H10 2.43222 -0.98002 -5.04714  0.430
H11 1.56232 -2.11029 -3.96289  0.345
C4 0.01671 1.06327 -1.68660  0.165
O1 0.35022 2.21116 -1.72229  -0.364
H12 2.03539 -1.32141 -0.43590  -0.029
H13 1.84372 -0.42623 0.19427  -0.081
N1 -2.71951 0.04499 6.23371  -0.288
C5 -3.41219 0.17401 5.07265  0.279
O2 -4.63668 0.28900 5.00958  -0.601
C6 -2.59389 0.15798 3.83160  1.014
C7 -1.19870 0.00096 3.80731  -0.551
C8 -0.54317 -0.03922 2.57523  -0.435
N2 -1.21260 0.04551 1.37186  -0.440
C9 -2.56393 0.31911 1.43011  -0.191
C10 -3.25744 0.36665 2.61520  -0.461
H14 -3.24655 0.06233 7.10793  0.253
H15 -1.71474 0.01507 6.27272  0.147
H16 -0.56222 -0.05638 4.69995  0.222
H17 0.53946 -0.13285 2.51750  0.412
H18 -3.06798 0.52261 0.48880  0.479
H19 -4.33819 0.56915 2.63960  0.449

Cartesian forces (eV/Å) of the 6 atoms listed first:
La -1.05 -3.12 -1.61
H 0.26 -0.06 -1.18
H -1.00 -0.23 0.59
P 1.04 -2.06 -0.59
C -0.16 0.09 0.29
H -0.10 0.23 0.04

=====

Entry from OMol25: C10H19MgNO4S2 as an isolated structure (ωB97M-V with the def2-TZVPD basis set).

electronic energy: -47475.26002 eV

Each line ends with the natural charge from an NBO analysis.
Atoms and positions in Å:
Mg1 0.00000 0.00000 0.00000  1.687
S1 -0.29210 -2.36510 -0.48570  0.147
S2 -0.33760 2.38070 -0.38840  0.155
C1 0.83020 -3.42320 0.48010  -0.721
C2 0.47300 -2.41050 -2.16620  -0.526
C3 1.29130 -1.17580 -2.46740  -0.242
N1 0.49280 0.03070 -2.18560  -0.719
C4 1.16570 1.30410 -2.49530  -0.241
C5 0.26250 2.45910 -2.13010  -0.527
H1 -0.35640 -2.51090 -2.86390  0.225
H2 1.07270 -3.31210 -2.24760  0.243
H3 1.61730 -1.20690 -3.51160  0.194
H4 2.18090 -1.13590 -1.84460  0.217
H5 1.42790 1.37080 -3.55550  0.194
H6 2.09110 1.33870 -1.92710  0.215
H7 -0.63550 2.46390 -2.74540  0.227
H8 0.75870 3.41350 -2.27960  0.241
C6 0.90850 3.38290 0.48200  -0.722
H9 -0.35100 -0.01670 -2.75280  0.381
H10 1.90400 2.97380 0.35780  0.234
H11 0.63700 3.37050 1.53110  0.259
H12 0.85700 4.40150 0.11210  0.222
H13 0.48350 -3.38500 1.50640  0.260
H14 1.85280 -3.06710 0.42840  0.235
H15 0.75490 -4.44120 0.11290  0.223
C7 -3.33020 -0.05870 -0.21590  -0.287
C8 -3.03280 -0.08790 -1.50540  -0.510
H16 -3.50280 0.87190 0.30970  0.212
H17 -3.41450 -0.96410 0.37160  0.216
H18 -2.94860 0.81750 -2.09290  0.183
H19 -2.86030 -1.01850 -2.03110  0.185
O1 -1.16660 -0.06250 3.61700  -0.607
C9 -0.59180 -0.04130 2.43710  0.604
O2 -1.34910 -0.03320 1.34490  -0.922
C10 0.92130 -0.02740 2.33970  0.601
O3 1.64320 -0.03670 3.43610  -0.604
O4 1.53150 -0.00730 1.15940  -0.932

Cartesian forces (eV/Å) of the 6 atoms listed first:
Mg -0.02 0.02 -0.63
S 0.14 -1.17 -0.66
S 0.09 1.16 -0.65
C -0.08 0.24 -0.28
C -0.32 -0.19 0.60
C -0.01 0.25 -0.06

=====

Entry from OMol25: a 3-piece molecular cluster, C10H19N2O7S2 overall (ωB97M-V with the def2-TZVPD basis set).

electronic energy: -49656.93610 eV
energy above the lowest of the compared OMol25 structures with the same formula, charge and spin: 0.0 kJ/mol
net charge: -1

Each line ends with the natural charge from an NBO analysis.
Atoms and positions in Å:
C1 0.34942 -1.84623 3.10927  -0.381
C2 -0.30030 -0.85196 3.32949  0.057
C3 -1.09069 0.36184 3.59630  -0.361
N1 -2.13179 0.15958 4.59158  -0.611
N2 -3.46143 0.16871 3.79106  -0.514
C4 -3.78687 -0.97846 3.56099  0.825
O1 -4.18970 -2.06296 3.32835  -0.601
H1 0.71421 -2.84385 3.11269  0.210
H2 -1.54213 0.67237 2.65053  0.211
H3 -0.39438 1.15054 3.92111  0.170
O2 -0.77213 1.25748 -1.97406  -0.968
S1 -1.82296 1.09549 -1.00711  2.386
O3 -1.58770 0.32035 0.16279  -0.908
O4 -3.11594 0.55209 -1.75834  -0.724
C5 -2.95475 -0.64673 -2.54893  -0.075
C6 -2.93486 -1.89809 -1.69477  -0.643
C7 -2.46235 2.66843 -0.55859  -0.890
H4 -2.05290 -0.55477 -3.15661  0.194
H5 -3.81100 -0.64560 -3.22105  0.188
H6 -2.04188 -1.94398 -1.07346  0.237
H7 -2.95618 -2.77882 -2.33841  0.208
H8 -3.79781 -1.92264 -1.03028  0.228
H9 -2.67665 3.23276 -1.46169  0.242
H10 -1.69128 3.15807 0.03207  0.259
H11 -3.35585 2.51591 0.04140  0.265
O5 4.17274 1.99902 -0.32110  -0.946
S2 4.56842 0.63844 -0.52900  2.393
O6 5.34877 0.31220 -1.68636  -0.951
O7 3.30509 -0.29968 -0.44873  -0.721
C8 2.12425 0.06019 -1.21392  -0.078
C9 2.25960 -0.29230 -2.67948  -0.641
C10 5.37862 0.02655 0.90716  -0.887
H12 1.90861 1.11792 -1.07465  0.209
H13 1.31372 -0.50239 -0.75777  0.217
H14 3.00985 0.32475 -3.17364  0.216
H15 1.29917 -0.13279 -3.16877  0.227
H16 2.55687 -1.33515 -2.79640  0.208
H17 4.75697 0.24029 1.77207  0.260
H18 6.33197 0.54550 0.97747  0.243
H19 5.53323 -1.04211 0.78880  0.249

Cartesian forces (eV/Å) of the 6 atoms listed first:
C -0.33 -0.12 0.31
C 0.29 -0.13 -0.32
C -0.51 0.01 0.18
N -0.07 0.21 0.12
N 0.23 -0.31 -0.07
C -0.10 0.21 0.08

=====

Entry from OMol25: C10H19NO2 as an isolated structure (ωB97M-V with the def2-TZVPD basis set).

electronic energy: -16253.68147 eV
energy above the lowest of the compared OMol25 structures with the same formula, charge and spin: 869.5 kJ/mol

Each line ends with the natural charge from an NBO analysis.
Atoms and positions in Å:
C1 0.09916 1.49594 4.11991  -0.583
C2 0.01695 2.17594 2.73872  -0.061
N1 -1.32014 1.87982 2.04465  -0.631
H1 -2.03026 2.05442 2.49570  0.350
C3 -1.08169 0.66074 1.32577  -0.244
H2 -1.40685 -0.31730 2.09897  0.131
C4 0.52757 0.10868 1.06332  -0.301
C5 0.47095 0.20250 -0.48281  0.808
O1 1.02362 1.00355 -1.16659  -0.612
O2 0.07371 -0.96831 -0.83894  -0.550
C6 -0.11167 -1.48010 -2.27362  0.357
C7 -0.86903 -0.32849 -3.18220  -0.657
H3 -0.69991 -0.44157 -4.17507  0.218
H4 -0.31273 0.60258 -2.95792  0.249
H5 -1.79389 -0.12255 -2.73242  0.217
C8 -0.54552 -2.82891 -2.34632  -0.659
H6 -0.51629 -3.01074 -3.34249  0.236
H7 -1.55936 -2.69592 -1.94732  0.205
H8 -0.21587 -3.38401 -1.65735  0.221
C9 1.50617 -1.57382 -2.74014  -0.617
H9 1.45345 -1.74589 -3.89149  0.190
H10 1.97338 -0.69782 -2.73883  0.214
H11 1.97757 -2.25282 -2.12656  0.203
H12 0.70387 -0.90883 1.55578  0.262
C10 0.79158 1.53301 1.62579  -0.411
H13 1.92394 1.17668 2.32129  0.154
H14 1.49963 2.19168 0.86675  0.297
H15 -1.94966 0.33835 0.56980  0.224
H16 0.24614 3.07121 2.62582  0.188
H17 0.02722 0.43174 4.08368  0.212
H18 0.88278 1.78513 4.52143  0.190
H19 -0.78483 2.04513 4.54271  0.200

Cartesian forces (eV/Å) of the 6 atoms listed first:
C -7.99 0.49 -4.55
C -3.75 -9.87 -2.22
N 11.51 -0.86 -5.89
H -9.39 1.38 5.56
C -5.04 -7.05 1.87
H 0.65 2.14 -1.45

=====

Entry from OMol25: a 2-piece molecular cluster, C10H19NO2S overall (ωB97M-V with the def2-TZVPD basis set).

electronic energy: -27091.70612 eV
energy above the lowest of the compared OMol25 structures with the same formula, charge and spin: 753.1 kJ/mol

Each line ends with the natural charge from an NBO analysis.
Atoms and positions in Å:
C1 2.14310 -0.23649 -1.16819  0.331
C2 -1.01705 1.53183 2.79414  -0.420
C3 -2.06654 0.54314 2.24633  -0.414
C4 -0.37040 2.39575 1.65376  -0.418
C5 -1.42778 -0.32435 1.11399  -0.434
C6 0.22648 1.63078 0.53479  -0.428
C7 1.17582 -2.31535 -1.07096  -0.605
C8 1.04852 -0.95659 -0.47591  -0.220
C9 -0.86794 0.61375 0.00095  -0.047
C10 2.33096 -3.46645 -3.48238  -0.808
N1 -0.22278 -0.29237 -0.90993  -0.644
O1 0.32759 0.22414 -5.11434  -0.916
O2 2.54941 -0.56884 -2.29335  -0.575
S1 1.43307 -2.22034 -2.87736  0.736
H1 -1.26075 2.17702 3.70246  0.227
H2 -0.22325 0.94581 3.35077  0.194
H3 -2.42963 -0.10906 3.22403  0.208
H4 -3.09076 1.02872 1.96057  0.208
H5 -1.25801 3.00800 1.26500  0.197
H6 0.48207 3.00419 2.08755  0.217
H7 -0.71407 -0.95083 1.72913  0.207
H8 -2.00340 -1.16126 0.57791  0.230
H9 0.45182 2.25498 -0.36136  0.217
H10 1.27777 1.20088 0.75863  0.222
H11 2.20794 -2.57803 -0.54924  0.232
H12 0.35972 -3.00638 -0.68984  0.274
H13 1.15195 -0.87258 0.66172  0.259
H14 -1.56189 1.17811 -0.56250  0.211
H15 1.04669 0.17991 -4.48290  0.465
H16 2.12426 -3.39422 -4.58047  0.246
H17 3.20595 -3.68621 -2.95986  0.218
H18 -0.32623 -0.08002 -1.88624  0.375
H19 -0.35592 -0.06290 -4.49200  0.455

Cartesian forces (eV/Å) of the 6 atoms listed first:
C 2.61 2.72 -0.39
C 1.57 0.11 0.91
C -2.87 -0.93 2.32
C -0.55 1.37 1.71
C -0.97 -0.18 0.86
C 0.16 -1.02 -1.45

=====

Entry from OMol25: C10H19NO4S3 as an isolated structure (ωB97M-V with the def2-TZVPD basis set).

electronic energy: -52860.26467 eV

Each line ends with the natural charge from an NBO analysis.
Atoms and positions in Å:
C1 2.10724 -1.84570 2.07873  -0.630
C2 2.36310 -0.34892 1.67073  -0.233
N1 3.02798 -0.16981 0.36558  -0.507
C3 2.17976 -0.61370 -0.77033  -0.218
C4 2.49405 -2.06518 -1.28556  -0.628
C5 3.18409 1.28019 0.18461  -0.114
S1 4.72075 1.85844 -0.06106  0.129
S2 1.81439 2.49577 0.27290  0.201
C6 0.59818 2.23312 -1.09026  -0.530
C7 -0.79388 1.79912 -0.47522  -0.427
C8 -1.41170 0.51111 -1.10555  -0.420
C9 -2.91958 0.45813 -0.63961  0.069
C10 -3.08898 0.51105 0.92207  -0.132
O1 -4.54241 0.44840 1.05764  -0.653
S3 -4.91396 -0.82407 0.04510  2.424
O2 -6.10725 -0.54070 -0.76484  -0.860
O3 -4.93678 -1.99509 0.94012  -0.868
O4 -3.59986 -0.76354 -0.97762  -0.649
H1 2.41597 -2.59272 1.32492  0.221
H2 2.59874 -2.08695 3.04901  0.222
H3 1.01435 -1.97758 2.24957  0.207
H4 1.40434 0.20772 1.78821  0.180
H5 3.05932 0.07541 2.43544  0.210
H6 1.10165 -0.43779 -0.53557  0.173
H7 2.41241 0.07317 -1.62119  0.203
H8 1.53186 -2.55450 -1.53785  0.214
H9 3.14630 -2.65419 -0.61601  0.227
H10 3.04969 -1.97032 -2.24952  0.216
H11 0.93678 1.54847 -1.88967  0.235
H12 0.43294 3.22091 -1.58083  0.238
H13 -1.52882 2.62443 -0.65513  0.209
H14 -0.68430 1.72833 0.62565  0.221
H15 -0.95923 -0.43839 -0.74315  0.215
H16 -1.36259 0.49237 -2.21840  0.227
H17 -3.37322 1.38844 -1.05523  0.195
H18 -2.61427 1.36247 1.44795  0.226
H19 -2.75707 -0.43795 1.41435  0.205

Cartesian forces (eV/Å) of the 6 atoms listed first:
C -0.50 0.15 0.20
C 0.46 -0.86 1.41
N -1.48 1.67 -0.10
C 0.20 -0.16 -0.70
C -0.10 0.74 -0.66
C 2.16 -0.12 -0.71

=====

no.,strongest force on any atom (eV Å⁻¹)
1,6.00
2,7.17
3,0.54
4,12.95
5,4.44
6,3.40